# C5H14NO

A 2-piece molecular cluster, C5H14NO overall at a distorted geometry (ωB97M-V/def2-TZVPD, the OMol25 dataset).

total charge: +1
LUMO: -4.33 eV
relative energy (zero: lowest compared OMol25 entry of this formula, charge and spin): 75.9 kcal per mole
Kohn-Sham gap: 9.77 eV

Geometry as XYZ:
```
21
Properties=species:S:1:pos:R:3:forces:R:3
C 2.40264 0.51432 -0.69670 0.30 -0.58 0.98
C 2.02460 -0.91354 -0.19548 0.48 -0.91 -1.98
C 1.01741 -1.05826 0.92903 0.01 -0.90 2.31
C -0.37324 -0.60083 0.55903 -0.73 0.00 2.34
C -1.01230 0.58002 0.75517 0.97 0.43 0.18
N -1.41534 -1.76206 0.53509 -0.13 1.13 -2.06
H 3.31956 0.33614 -1.29981 -0.30 0.63 0.71
H 2.53897 1.20399 0.20042 0.14 -0.66 -1.42
H 1.68957 0.92378 -1.41363 -0.24 0.06 0.37
H 2.95063 -1.42899 0.17003 -0.74 0.43 -0.47
H 1.66775 -1.47465 -1.14025 0.56 0.48 1.49
H 1.03014 -2.16555 1.37375 -0.16 2.18 -1.11
H 1.42975 -0.43722 1.79227 -0.82 -0.51 -0.91
H -1.80895 0.87561 0.05529 -0.55 -0.40 1.08
H -0.71926 1.32000 1.57612 0.42 -0.66 -2.05
H -1.13191 -2.62322 0.05069 0.11 0.14 0.29
H -2.26632 -1.38644 0.02423 0.81 -0.65 1.08
H -1.59617 -1.92639 1.54093 -0.21 -0.15 -0.83
H -2.45689 3.38678 -1.73698 -1.05 -0.23 0.57
H -4.01007 3.51747 -1.81963 1.25 -0.70 1.03
O -3.28058 3.11904 -1.25959 -0.12 0.86 -1.58
```
Positions in Å, forces in eV/Å.

List of natural (NBO) charges in e, atom by atom: -0.620 -0.396 -0.492 0.163 -0.383 -0.720 0.239 0.214 0.214 0.232 0.200 0.225 0.262 0.242 0.262 0.442 0.458 0.456 0.473 0.486 -0.958